No. 1
ORCA calculation (ωB97M-V/def2-TZVPD) on the molecule C5H13NO at a distorted geometry.

ORCA input file:
```
! RIJCOSX wB97M-V def2-TZVPD def2/J DEFGRID3
* xyz 0 1
C 2.28 0.51 0.55
O 2.81 -0.34 -0.46
C 1.04 -0.13 1.24
C 0.07 -0.88 0.31
C -0.44 0.05 -0.84
C -1.72 0.74 -0.55
N -2.86 -0.21 -0.42
H 1.89 1.42 0.09
H 3.04 0.83 1.26
H 2.90 -1.19 -0.04
H 0.46 0.65 1.72
H 1.51 -0.89 1.89
H -0.79 -1.19 0.91
H 0.43 -1.83 -0.07
H -0.61 -0.69 -1.63
H 0.33 0.71 -1.23
H -1.95 1.42 -1.39
H -1.75 1.39 0.32
H -2.93 -0.68 -1.32
H -3.71 0.32 -0.34
*
```

Properties
LUMO energy (Ha): 0.0370
Highest occupied orbital energy (eV): -9.3
Structure (SMILES): NCCCCCO
Energy relative to the best compared isomer or geometry (same formula, charge and spin) (kJ/mol): 124.6

How is the electron density shared among the atoms? According to Mulliken, the charges in e are: number 1, C, carries -0.72; number 2, O, carries -0.48; number 3, C, carries -0.58; number 4, C, carries -0.61; number 5, C, carries -0.63; number 6, C, carries -0.53; number 7, N, carries -0.61; number 8, H, carries 0.36; number 9, H, carries 0.32; number 10, H, carries 0.33; number 11, H, carries 0.27; number 12, H, carries 0.33; number 13, H, carries 0.39; number 14, H, carries 0.42; number 15, H, carries 0.19; number 16, H, carries 0.42; number 17, H, carries 0.29; number 18, H, carries 0.34; number 19, H, carries 0.23; number 20, H, carries 0.24

No. 2
ORCA calculation (ωB97M-V/def2-TZVPD) on C5H13NO as an isolated structure at a distorted geometry.

ORCA input file:
```
! RIJCOSX wB97M-V def2-TZVPD def2/J DEFGRID3
* xyz 0 1
C -0.85 0.62 0.85
C -0.70 1.89 0.02
C -0.94 -1.04 -0.11
N -0.09 -1.97 0.30
C -1.83 -0.96 -1.08
H 0.85 -1.50 0.78
H -0.46 -2.87 0.54
H -1.90 0.49 1.10
H -0.47 0.71 1.88
H -2.45 -0.10 -1.23
H -1.87 -1.75 -1.82
H 0.35 2.17 -0.10
H -1.23 2.73 0.47
H -1.10 1.75 -0.98
C 2.43 -0.06 -0.34
O 1.72 -0.33 0.86
H 0.69 0.19 0.83
H 2.71 1.00 -0.39
H 3.32 -0.68 -0.37
H 1.82 -0.29 -1.22
*
```

Properties
LUMO energy (Ha): 0.0375
Highest occupied orbital energy (eV): -8.0
Energy relative to the best compared isomer or geometry (same formula, charge and spin) (kJ/mol): 422.5

How is the electron density shared among the atoms? According to Mulliken, the charges in e are: number 1, C, carries -0.94; number 2, C, carries -0.92; number 3, C, carries 0.65; number 4, N, carries -0.43; number 5, C, carries -1.11; number 6, H, carries 0.41; number 7, H, carries 0.21; number 8, H, carries 0.51; number 9, H, carries 0.51; number 10, H, carries 0.29; number 11, H, carries 0.31; number 12, H, carries 0.28; number 13, H, carries 0.34; number 14, H, carries 0.26; number 15, C, carries -0.57; number 16, O, carries -0.70; number 17, H, carries 0.12; number 18, H, carries 0.28; number 19, H, carries 0.27; number 20, H, carries 0.25

No. 3
ORCA calculation (ωB97M-V/def2-TZVPD) on a 2-piece molecular cluster, C5H13NO overall.

ORCA input file:
```
! RIJCOSX wB97M-V def2-TZVPD def2/J DEFGRID3
* xyz 0 1
C 0.58 -0.68 0.47
C 0.94 0.75 0.15
C -0.35 1.59 0.01
C -1.07 1.78 1.31
C -2.39 1.90 1.44
N 1.78 0.75 -1.03
H 0.11 -0.79 1.44
H -0.04 -1.11 -0.31
H 1.50 -1.26 0.54
H 1.49 1.15 1.00
H -1.00 1.07 -0.70
H -0.15 2.55 -0.48
H -0.48 1.87 2.21
H -2.81 2.04 2.42
H -3.12 1.83 0.65
H 1.54 0.03 -1.69
H 1.92 1.66 -1.44
H 0.60 -4.05 -1.17
H -0.45 -4.47 -2.18
O 0.25 -4.83 -1.63
*
```

Properties
LUMO energy (Ha): 0.0265
Highest occupied orbital energy (eV): -9.1
Structure (SMILES): C=CC[C@@H](C)N.O
Energy relative to the best compared isomer or geometry (same formula, charge and spin) (kJ/mol): 129.1

How is the electron density shared among the atoms? According to Mulliken, the charges in e are: number 1, C, carries -1.46; number 2, C, carries 0.34; number 3, C, carries -0.60; number 4, C, carries -0.05; number 5, C, carries -0.86; number 6, N, carries -0.62; number 7, H, carries 0.41; number 8, H, carries 0.35; number 9, H, carries 0.39; number 10, H, carries 0.25; number 11, H, carries 0.25; number 12, H, carries 0.34; number 13, H, carries 0.29; number 14, H, carries 0.26; number 15, H, carries 0.28; number 16, H, carries 0.22; number 17, H, carries 0.23; number 18, H, carries 0.33; number 19, H, carries 0.32; number 20, O, carries -0.64

No. 4
ORCA calculation (ωB97M-V/def2-TZVPD) on the molecule C5H13NO at a distorted geometry.

ORCA input file:
```
! RIJCOSX wB97M-V def2-TZVPD def2/J DEFGRID3
* xyz 0 1
C 0.94 -0.31 -1.89
N 0.10 -0.54 -0.70
C 0.17 -1.96 -0.17
C 1.40 0.23 1.43
C 0.33 0.55 0.24
C -1.01 0.97 0.95
O -2.01 1.38 0.06
H 1.11 0.67 -2.20
H 0.43 -0.89 -2.71
H 1.92 -1.06 -1.94
H 1.17 -2.45 -0.09
H -0.41 -2.09 0.79
H -0.37 -2.64 -0.90
H 2.37 0.08 0.89
H 1.03 -0.70 2.02
H 1.52 0.92 2.25
H 0.66 1.44 -0.19
H -0.94 1.78 1.67
H -1.31 -0.01 1.49
H -2.79 0.76 -0.04
*
```

Properties
LUMO energy (Ha): 0.0358
Highest occupied orbital energy (eV): -8.4
Structure (SMILES): C[C@H](CO)N(C)C
Energy relative to the best compared isomer or geometry (same formula, charge and spin) (kJ/mol): 276.5

How is the electron density shared among the atoms? According to Mulliken, the charges in e are: number 1, C, carries -0.93; number 2, N, carries 0.11; number 3, C, carries -0.98; number 4, C, carries -1.18; number 5, C, carries -0.14; number 6, C, carries -0.79; number 7, O, carries -0.55; number 8, H, carries 0.38; number 9, H, carries 0.32; number 10, H, carries 0.24; number 11, H, carries 0.34; number 12, H, carries 0.31; number 13, H, carries 0.33; number 14, H, carries 0.30; number 15, H, carries 0.23; number 16, H, carries 0.44; number 17, H, carries 0.64; number 18, H, carries 0.36; number 19, H, carries 0.25; number 20, H, carries 0.32